Entry 1:
Entry from the Open Molecules 2025 dataset: a molecular structure, C7H7NS2 in a non-equilibrium geometry (ωB97M-V/def2-TZVPD).

ORCA input file:
```
! RIJCOSX wB97M-V def2-TZVPD def2/J DEFGRID3
* xyz 0 1
S -2.425 1.411 -0.889
S -4.215 -0.377 0.307
N -1.603 -1.047 0.312
C 1.943 -0.605 -0.888
C 0.205 0.521 1.029
C 2.456 0.362 0.055
C -0.192 -0.495 0.261
C 0.637 -1.156 -0.742
C -2.615 -0.196 0.118
C 1.499 0.910 1.030
H -0.534 1.251 1.664
H 2.500 -0.746 -1.878
H 3.418 0.744 -0.370
H -1.068 1.605 -0.548
H 1.803 1.745 1.768
H 0.079 -1.855 -1.497
H -1.890 -2.072 0.270
*
```

Calculated values
Gap between HOMO and LUMO in eV: 8.3
Total energy in hartree: -1121.97862
HOMO in eV: -8.3
Strongest force on any atom in Eh/bohr: 0.1291
LUMO level in eV: 0.01


Entry 2:
Entry from the Open Molecules 2025 dataset: a gas-phase ion, C7H8 (charge -1) in a non-equilibrium geometry (ωB97M-V/def2-TZVPD).

ORCA input file:
```
! RIJCOSX wB97M-V def2-TZVPD def2/J DEFGRID3
* xyz -1 2
C 0.959 1.786 0.585
C -1.010 -1.898 -0.564
C -0.393 1.545 0.969
C -0.333 -0.610 -0.210
C -0.975 0.319 0.580
C 1.631 0.905 -0.246
C 0.971 -0.279 -0.660
H -2.017 -1.921 -0.149
H 2.661 1.071 -0.537
H -0.971 2.201 1.606
H -1.979 0.001 0.863
H -0.497 -2.775 -0.154
H 1.528 -0.859 -1.403
H -1.086 -2.132 -1.640
H 1.510 2.645 0.959
*
```

Calculated values
Expectation value of S²: 0.76
Gap between HOMO and LUMO (spin up / spin down) in eV: 3.2 / 7.5
Total energy in hartree: -271.47691
HOMO (spin up / spin down) in eV: 1.2 / -3.2
Strongest force on any atom in Eh/bohr: 0.0382
LUMO level (spin up / spin down) in eV: 4.36 / 4.23


Entry 3:
Entry from the Open Molecules 2025 dataset: a molecular structure, C7H8 in a non-equilibrium geometry (ωB97M-V/def2-TZVPD).

ORCA input file:
```
! RIJCOSX wB97M-V def2-TZVPD def2/J DEFGRID3
* xyz 0 1
C 1.411 -0.144 -0.066
C -0.613 -2.014 -0.119
C -0.983 -0.586 0.401
C 2.701 -0.032 -0.312
C 0.452 -1.247 -0.069
C -1.998 0.082 -0.436
C 0.400 0.826 0.432
H -1.895 1.165 -0.318
H 0.191 1.041 1.519
H -1.812 -0.210 -1.453
H -3.015 -0.075 -0.083
H 3.242 -0.865 -0.588
H -1.233 -0.595 1.390
H 0.026 1.698 -0.104
H 3.127 0.957 -0.192
*
```

Calculated values
Gap between HOMO and LUMO in eV: 9.5
Total energy in hartree: -271.27559
HOMO in eV: -9.0
Strongest force on any atom in Eh/bohr: 0.0616
LUMO level in eV: 0.58


Entry 4:
Entry from the Open Molecules 2025 dataset: C7H8 in the gas phase in a non-equilibrium geometry (ωB97M-V/def2-TZVPD).

ORCA input file:
```
! RIJCOSX wB97M-V def2-TZVPD def2/J DEFGRID3
* xyz 0 1
C -0.643 1.558 0.120
C -1.246 0.574 1.021
C 0.076 2.615 -0.291
C -0.447 -0.760 0.633
C 0.932 -0.497 0.052
C 1.312 -1.592 -0.928
C 0.233 1.323 -0.965
H 0.731 -1.537 -1.857
H -2.266 0.410 0.753
H 1.027 -2.535 -0.423
H 2.445 -1.487 -1.297
H -0.481 -1.394 1.578
H -1.096 -1.166 -0.145
H 0.498 3.608 -0.328
H -1.076 0.879 2.077
*
```

Calculated values
Gap between HOMO and LUMO (spin up / spin down) in eV: 7.4 / 7.4
Total energy in hartree: -271.22663
HOMO (spin up / spin down) in eV: -7.3 / -7.3
Strongest force on any atom in Eh/bohr: 0.0531
LUMO level (spin up / spin down) in eV: 0.05 / 0.05


Entry 5:
Entry from the Open Molecules 2025 dataset: a molecular structure, C7H8 in a non-equilibrium geometry (ωB97M-V/def2-TZVPD).

ORCA input file:
```
! RIJCOSX wB97M-V def2-TZVPD def2/J DEFGRID3
* xyz 0 1
C -0.802 -1.629 0.191
C 0.388 -0.726 0.000
C 1.608 -0.999 0.753
C -0.972 1.339 -0.823
C 1.381 1.336 0.099
C 1.781 0.350 0.936
C 0.202 0.670 -0.261
H -1.894 0.982 -0.285
H 2.106 -1.809 1.282
H 1.566 2.349 -0.041
H -1.144 1.297 -1.894
H -0.819 2.394 -0.644
H -0.791 -2.530 -0.480
H -1.653 -0.981 0.025
H -0.958 -2.043 1.141
*
```

Calculated values
Gap between HOMO and LUMO in eV: 7.9
Total energy in hartree: -271.33828
HOMO in eV: -8.1
Strongest force on any atom in Eh/bohr: 0.0540
LUMO level in eV: -0.15


Entry 6:
Entry from the Open Molecules 2025 dataset: C7H8 in the gas phase (ωB97M-V/def2-TZVPD).

ORCA input file:
```
! RIJCOSX wB97M-V def2-TZVPD def2/J DEFGRID3
* xyz 0 1
C -1.272 1.210 -0.997
C 0.592 -2.824 0.893
C 0.387 -0.350 0.028
C -0.155 0.289 -1.240
C 0.403 -1.723 0.208
C 0.834 0.582 1.120
C -2.186 1.959 -0.765
H -3.001 2.618 -0.564
H -0.728 -1.458 -0.001
H -0.453 -0.484 -1.957
H 1.527 0.072 1.795
H -0.021 0.938 1.706
H 1.316 1.468 0.689
H 0.671 0.845 -1.703
H 1.573 -3.305 0.847
*
```

Calculated values
Gap between HOMO and LUMO (spin up / spin down) in eV: 7.9 / 7.9
Total energy in hartree: -271.26468
HOMO (spin up / spin down) in eV: -7.8 / -7.8
Strongest force on any atom in Eh/bohr: 0.0102
LUMO level (spin up / spin down) in eV: 0.12 / 0.12


Entry 7:
Entry from the Open Molecules 2025 dataset: C7H8 in the gas phase in a non-equilibrium geometry (ωB97M-V/def2-TZVPD).

ORCA input file:
```
! RIJCOSX wB97M-V def2-TZVPD def2/J DEFGRID3
* xyz 0 1
C -1.845 1.127 1.265
C -0.765 1.646 0.375
C 1.953 -0.711 0.335
C 0.066 -1.894 -2.488
C 0.039 0.761 -0.159
C 0.729 -0.320 -0.465
C 0.342 -1.170 -1.564
H -0.727 2.677 0.017
H 1.867 -1.743 0.695
H -0.176 -2.523 -3.317
H -1.568 0.102 1.511
H -2.782 1.064 0.704
H 2.060 -0.044 1.194
H -2.038 1.666 2.191
H 2.845 -0.637 -0.293
*
```

Calculated values
Gap between HOMO and LUMO in eV: 9.9
Total energy in hartree: -271.39835
HOMO in eV: -8.9
SMILES: C#CC(C)=C=CC
Strongest force on any atom in Eh/bohr: 0.0220
LUMO level in eV: 1.05


Entry 8:
Entry from the Open Molecules 2025 dataset: C7H8 in the gas phase in a non-equilibrium geometry (ωB97M-V/def2-TZVPD).

ORCA input file:
```
! RIJCOSX wB97M-V def2-TZVPD def2/J DEFGRID3
* xyz 0 1
C 2.298 0.702 -1.696
C 0.197 -1.469 0.617
C -1.606 -0.047 -0.369
C -0.422 -0.083 0.499
C 0.530 1.097 0.255
C -2.800 0.080 -0.443
C 1.492 0.890 -0.823
H -3.817 0.279 -0.220
H 3.014 0.550 -2.472
H 0.872 -1.494 1.480
H -0.078 1.985 0.039
H -0.890 0.144 1.462
H 1.064 1.305 1.189
H 0.750 -1.737 -0.288
H -0.604 -2.203 0.769
*
```

Calculated values
Gap between HOMO and LUMO in eV: 10.7
Total energy in hartree: -271.37227
HOMO in eV: -9.8
SMILES: C#CC[C@H](C)C#C
Strongest force on any atom in Eh/bohr: 0.0214
LUMO level in eV: 0.85


Entry 9:
Entry from the Open Molecules 2025 dataset: 2 unconnected molecules or ions with the total composition C7H8 in a non-equilibrium geometry (ωB97M-V/def2-TZVPD).

ORCA input file:
```
! RIJCOSX wB97M-V def2-TZVPD def2/J DEFGRID3
* xyz 0 1
C -0.603 -1.688 -0.560
C 0.875 1.599 -0.026
C 0.176 -0.511 -0.043
C 0.784 0.475 -1.046
C -1.451 0.765 1.583
C -0.466 0.606 0.737
C 1.781 2.550 -0.074
H 0.928 -0.862 0.680
H 0.097 -2.323 -1.116
H -1.393 -1.329 -1.225
H -2.256 0.135 2.033
H 0.938 1.821 2.156
H 1.645 0.186 -1.651
H -1.039 -2.273 0.258
H -0.017 0.850 -1.707
*
```

Calculated values
Gap between HOMO and LUMO (spin up / spin down) in eV: 5.8 / 5.1
Total energy in hartree: -271.04453
HOMO (spin up / spin down) in eV: -8.4 / -7.9
Strongest force on any atom in Eh/bohr: 0.0722
LUMO level (spin up / spin down) in eV: -2.58 / -2.80


Entry 10:
Entry from the Open Molecules 2025 dataset: a molecular structure, C7H8AuN2O5 in a non-equilibrium geometry (ωB97M-V/def2-TZVPD).

ORCA input file:
```
! RIJCOSX wB97M-V def2-TZVPD def2/J DEFGRID3
* xyz 3 3
Au -0.002 1.002 -1.090
O 2.913 -0.147 -0.861
O -0.005 2.259 1.709
O -2.913 -0.154 -0.857
O 0.001 -0.484 1.655
O -0.008 3.657 -2.457
N -1.153 -0.150 3.593
N 1.148 -0.140 3.595
C 0.004 -2.109 -3.097
C 0.002 -0.993 -3.851
C -0.002 1.350 1.016
C -1.835 0.187 -1.102
C -0.005 2.508 -2.279
C 1.834 0.200 -1.099
C 0.003 -0.304 2.927
H -2.022 -0.359 3.099
H 1.136 -0.177 4.596
H -1.137 -0.185 4.597
H 0.903 -0.373 -4.076
H -0.905 -2.435 -2.520
H 2.029 -0.344 3.098
H -0.901 -0.377 -4.076
H 0.914 -2.431 -2.520
*
```

Calculated values
Expectation value of S²: 2.02
Gap between HOMO and LUMO (spin up / spin down) in eV: 9.6 / 5.0
Total energy in hartree: -891.55169
HOMO (spin up / spin down) in eV: -21.7 / -21.3
Strongest force on any atom in Eh/bohr: 0.1861
LUMO level (spin up / spin down) in eV: -12.08 / -16.34


- Look up the strongest force on any atom of the tenth one.
  0.1861 Eh/bohr


Please write out number 7 again, unchanged.
Entry from the Open Molecules 2025 dataset: C7H8 in the gas phase in a non-equilibrium geometry (ωB97M-V/def2-TZVPD).

ORCA input file:
```
! RIJCOSX wB97M-V def2-TZVPD def2/J DEFGRID3
* xyz 0 1
C -1.845 1.127 1.265
C -0.765 1.646 0.375
C 1.953 -0.711 0.335
C 0.066 -1.894 -2.488
C 0.039 0.761 -0.159
C 0.729 -0.320 -0.465
C 0.342 -1.170 -1.564
H -0.727 2.677 0.017
H 1.867 -1.743 0.695
H -0.176 -2.523 -3.317
H -1.568 0.102 1.511
H -2.782 1.064 0.704
H 2.060 -0.044 1.194
H -2.038 1.666 2.191
H 2.845 -0.637 -0.293
*
```

Calculated values
Gap between HOMO and LUMO in eV: 9.9
Total energy in hartree: -271.39835
HOMO in eV: -8.9
SMILES: C#CC(C)=C=CC
Strongest force on any atom in Eh/bohr: 0.0220
LUMO level in eV: 1.05


Copy entry 3 word for word.
Entry from the Open Molecules 2025 dataset: a molecular structure, C7H8 in a non-equilibrium geometry (ωB97M-V/def2-TZVPD).

ORCA input file:
```
! RIJCOSX wB97M-V def2-TZVPD def2/J DEFGRID3
* xyz 0 1
C 1.411 -0.144 -0.066
C -0.613 -2.014 -0.119
C -0.983 -0.586 0.401
C 2.701 -0.032 -0.312
C 0.452 -1.247 -0.069
C -1.998 0.082 -0.436
C 0.400 0.826 0.432
H -1.895 1.165 -0.318
H 0.191 1.041 1.519
H -1.812 -0.210 -1.453
H -3.015 -0.075 -0.083
H 3.242 -0.865 -0.588
H -1.233 -0.595 1.390
H 0.026 1.698 -0.104
H 3.127 0.957 -0.192
*
```

Calculated values
Gap between HOMO and LUMO in eV: 9.5
Total energy in hartree: -271.27559
HOMO in eV: -9.0
Strongest force on any atom in Eh/bohr: 0.0616
LUMO level in eV: 0.58


Repeat the third record exactly.
Entry from the Open Molecules 2025 dataset: a molecular structure, C7H8 in a non-equilibrium geometry (ωB97M-V/def2-TZVPD).

ORCA input file:
```
! RIJCOSX wB97M-V def2-TZVPD def2/J DEFGRID3
* xyz 0 1
C 1.411 -0.144 -0.066
C -0.613 -2.014 -0.119
C -0.983 -0.586 0.401
C 2.701 -0.032 -0.312
C 0.452 -1.247 -0.069
C -1.998 0.082 -0.436
C 0.400 0.826 0.432
H -1.895 1.165 -0.318
H 0.191 1.041 1.519
H -1.812 -0.210 -1.453
H -3.015 -0.075 -0.083
H 3.242 -0.865 -0.588
H -1.233 -0.595 1.390
H 0.026 1.698 -0.104
H 3.127 0.957 -0.192
*
```

Calculated values
Gap between HOMO and LUMO in eV: 9.5
Total energy in hartree: -271.27559
HOMO in eV: -9.0
Strongest force on any atom in Eh/bohr: 0.0616
LUMO level in eV: 0.58